Formula: C60H95N5O30
Source: the Open Molecules 2025 dataset
Level of theory: ωB97M-V/def2-TZVPD

Geometry (Å):
O: -1.808 2.703 -2.349
C: -2.748 1.977 -2.261
C: -3.560 1.885 -1.049
C: -4.610 1.053 -0.904
O: -5.395 0.964 0.185
C: -4.995 0.048 -1.946
O: -5.905 -0.712 -1.666
C: -4.231 0.148 -3.233
C: -3.126 0.983 -3.363
O: -2.188 0.974 -4.291
H: -3.216 2.538 -0.240
H: -6.039 0.259 0.034
H: -4.563 -0.485 -4.029
H: -2.420 0.300 -4.977
O: 0.919 -0.109 6.665
C: 0.623 0.836 5.997
C: 1.475 1.910 5.400
C: 0.862 2.820 4.612
O: 1.613 3.678 3.986
C: -0.659 3.005 4.340
O: -1.001 4.017 3.759
C: -1.452 1.961 4.914
C: -0.941 0.939 5.668
O: -1.617 0.007 6.233
H: 2.567 1.947 5.481
H: 1.073 4.169 3.348
H: -2.510 1.907 4.758
H: -1.020 -0.477 6.833
O: 0.094 -4.534 1.205
C: 0.579 -5.625 1.174
C: -0.051 -6.968 1.362
C: 0.643 -8.118 1.131
O: 0.034 -9.299 1.122
C: 2.148 -8.195 0.773
O: 2.548 -9.342 0.693
C: 2.826 -6.940 0.862
C: 2.140 -5.789 1.035
O: 2.793 -4.649 0.945
H: -1.103 -7.077 1.562
H: 0.803 -9.881 0.974
H: 3.915 -6.911 0.797
H: 2.308 -3.847 1.086
O: -2.481 4.163 0.877
C: -2.238 5.273 1.173
C: -3.124 6.394 1.584
C: -2.701 7.581 2.028
O: -3.512 8.545 2.520
C: -1.201 7.991 1.890
O: -0.961 9.149 1.891
C: -0.292 6.868 1.698
C: -0.749 5.629 1.270
O: 0.089 4.689 0.890
H: -4.201 6.252 1.634
H: -2.970 9.337 2.576
H: 0.780 7.057 1.705
H: -0.359 3.910 0.482
O: 2.559 0.332 2.722
C: 1.601 0.271 1.934
C: 0.738 1.333 1.542
C: -0.079 1.156 0.457
O: -0.665 2.299 0.041
C: -0.362 -0.203 -0.256
O: -1.152 -0.276 -1.152
C: 0.466 -1.334 0.256
C: 1.330 -1.062 1.267
O: 1.953 -2.084 1.808
H: 0.883 2.367 1.814
H: -1.022 2.221 -0.874
H: 0.386 -2.236 -0.303
H: 2.682 -1.789 2.469
C: -6.533 1.367 -5.426
O: -5.520 0.652 -6.138
C: -4.510 1.448 -6.685
C: -3.523 0.542 -7.395
N: -3.074 -0.513 -6.479
C: -2.167 -1.488 -7.137
C: -0.970 -1.820 -6.280
O: -1.369 -2.492 -5.088
C: -0.376 -2.622 -4.099
H: -6.044 1.909 -4.627
H: -7.270 0.644 -5.039
H: -7.045 2.043 -6.115
H: -3.978 1.878 -5.829
H: -4.942 2.260 -7.276
H: -2.567 1.099 -7.664
H: -3.920 0.102 -8.329
H: -3.882 -1.080 -6.189
H: -1.757 -1.039 -8.078
H: -2.677 -2.420 -7.439
H: -0.305 -0.988 -6.091
H: -0.397 -2.554 -6.803
H: 0.572 -2.948 -4.533
H: -0.756 -3.305 -3.337
H: -0.173 -1.637 -3.672
C: 5.618 -1.622 3.004
O: 4.307 -2.119 3.332
C: 4.347 -3.321 4.040
C: 3.029 -3.741 4.490
N: 2.538 -2.847 5.553
C: 1.299 -3.369 6.111
C: 0.063 -3.349 5.138
O: -0.061 -1.991 4.665
C: -1.116 -1.759 3.759
H: 6.098 -2.336 2.353
H: 6.092 -1.506 3.977
H: 5.396 -0.687 2.548
H: 4.881 -3.222 4.964
H: 4.940 -3.979 3.401
H: 3.119 -4.740 4.944
H: 2.402 -3.829 3.581
H: 2.445 -1.858 5.290
H: 1.013 -2.750 6.963
H: 1.542 -4.369 6.456
H: -0.866 -3.606 5.598
H: 0.273 -4.049 4.311
H: -0.897 -2.356 2.866
H: -1.074 -0.700 3.488
H: -2.087 -1.972 4.268
C: -1.717 -5.324 -1.692
O: -2.767 -4.881 -0.788
C: -3.168 -3.554 -0.951
C: -4.022 -3.066 0.192
N: -3.443 -3.193 1.509
C: -3.448 -4.462 2.079
C: -4.871 -4.900 2.469
O: -4.773 -6.163 3.070
C: -5.948 -6.869 3.013
H: -0.837 -4.690 -1.558
H: -2.120 -5.321 -2.706
H: -1.428 -6.364 -1.471
H: -3.627 -3.402 -1.940
H: -2.337 -2.829 -0.944
H: -4.965 -3.611 0.162
H: -4.309 -2.049 -0.048
H: -2.467 -2.979 1.440
H: -2.933 -4.388 3.048
H: -2.988 -5.327 1.601
H: -5.562 -4.947 1.583
H: -5.173 -4.199 3.241
H: -5.876 -7.831 3.447
H: -6.348 -7.094 1.993
H: -6.785 -6.367 3.525
C: 4.965 3.150 2.691
O: 4.024 3.779 1.887
C: 3.691 5.042 2.343
C: 4.427 6.177 1.537
N: 3.767 6.524 0.234
C: 3.482 5.399 -0.702
C: 2.940 5.870 -2.090
O: 3.036 4.813 -3.090
C: 2.529 5.165 -4.345
H: 4.688 3.112 3.767
H: 5.951 3.624 2.634
H: 4.916 2.093 2.481
H: 4.064 5.131 3.341
H: 2.612 5.228 2.315
H: 5.479 5.875 1.415
H: 4.400 7.096 2.115
H: 2.894 6.895 0.513
H: 2.821 4.681 -0.216
H: 4.369 4.809 -0.870
H: 3.445 6.764 -2.501
H: 1.861 6.194 -1.940
H: 1.438 5.248 -4.357
H: 2.773 4.306 -4.970
H: 2.882 6.133 -4.607
C: 1.433 1.344 -5.724
O: 1.549 0.890 -4.352
C: 0.855 1.625 -3.343
C: 1.742 1.987 -2.186
N: 2.262 0.857 -1.434
C: 3.392 1.204 -0.635
C: 4.630 1.643 -1.503
O: 5.028 0.433 -2.152
C: 6.216 0.503 -2.908
H: 0.385 1.331 -5.993
H: 1.967 0.568 -6.273
H: 1.847 2.330 -5.778
H: -0.024 1.015 -3.043
H: 0.457 2.635 -3.669
H: 1.082 2.608 -1.583
H: 2.563 2.601 -2.581
H: 2.413 0.018 -1.984
H: 3.797 0.329 -0.094
H: 3.153 2.086 -0.031
H: 5.501 1.919 -0.863
H: 4.425 2.414 -2.272
H: 6.078 1.255 -3.711
H: 6.295 -0.470 -3.374
H: 7.097 0.709 -2.292

The spin multiplicity is 1. The molar mass is 1366.425 g/mol. The calculation puts the HOMO energy at -8.3275 eV. The calculation puts the total energy at -4873.8660 Ha. The SMILES is O=C1C=C(O)C(=O)C=C1O.O=C1C=C(O)C(=O)C=C1O.O=C1C=C(O)C(=O)C=C1O.O=C1C=C(O)C(=O)C=C1O.O=C1C=C(O)C(=O)C=C1O.COCCNCCOC.COCCNCCOC.COCCNCCOC.COCCNCCOC.COCCNCCOC. The calculation puts the HOMO-LUMO gap at 7.031 eV. Its maximum force is 0.091 hartree/bohr.